Entry 1:
{
  "formula": "H28NO17",
  "method": "ωB97M-V/def2-TZVPD",
  "e_homo_ev": -7.554,
  "e_tot_ev": -36751.0267,
  "charge": -1,
  "lumo_energy_ev": 2.21,
  "e_above_lowest_kj_mol": 181.2,
  "gap_ev": 9.8,
  "symbols": ["N", "O", "O", "O", "O", "H", "H", "O", "H", "H", "O", "H", "H", "O", "H", "H", "O", "H", "H", "O", "H", "H", "O", "H", "H", "O", "H", "H", "O", "H", "H", "O", "H", "H", "O", "H", "H", "O", "H", "H", "O", "H", "H", "O", "H", "H"],
  "positions_angstrom": [[0.75691, 1.61884, 8.20789], [0.47208, 2.71497, 8.75893], [-0.15943, 0.99634, 7.63154], [1.57929, 0.93086, 8.79112], [3.58738, -0.95200, 7.87670], [3.08147, -0.18612, 7.91670], [2.94417, -1.43112, 8.33423], [1.40743, -1.65859, 10.30853], [0.83828, -1.11420, 9.80244], [2.27281, -1.14813, 10.44047], [1.68273, 3.73622, 5.67656], [2.12323, 3.85195, 6.55701], [2.34047, 3.85516, 5.05911], [0.47053, -1.42388, 6.67166], [0.21004, -2.04976, 7.34600], [0.23380, -0.54345, 6.91419], [3.19088, 3.73821, 7.86455], [3.42868, 2.86227, 8.25163], [3.21497, 4.20571, 8.73879], [-1.55834, 3.25457, 6.25714], [-0.77441, 3.06913, 6.73777], [-1.64837, 2.53183, 5.64679], [-0.86138, 2.33587, 11.17786], [-0.20576, 2.57608, 10.45482], [-1.36304, 1.49307, 10.86511], [-1.49119, -1.56534, 8.60535], [-1.77085, -1.02427, 7.85854], [-1.46401, -0.93427, 9.35284], [4.66079, 1.75521, 9.07694], [5.13997, 2.27097, 9.75475], [4.31909, 0.98052, 9.52500], [-2.61127, 1.74319, 8.63490], [-1.68261, 1.53181, 8.46360], [-3.03307, 0.99594, 9.01643], [-1.20262, 5.32162, 8.90123], [-1.89913, 4.78109, 8.58397], [-0.53257, 5.37927, 8.24310], [2.87527, 3.14705, 10.90818], [2.90347, 2.29126, 10.41589], [1.97551, 3.35277, 11.04409], [1.73328, 0.83597, 4.71789], [0.82810, 0.55830, 4.86082], [1.63993, 1.65153, 5.22873], [0.72886, 4.92315, 10.90355], [1.49134, 5.30356, 10.44698], [0.10151, 4.78943, 10.15134]],
  "forces_ev_per_angstrom": [[-3.29, -0.72, 5.64], [0.58, 1.23, -2.30], [-0.37, 0.64, -2.69], [3.40, -0.78, -0.58], [2.46, -0.74, -0.31], [-1.07, 3.16, -0.75], [-1.42, -2.52, 1.05], [2.85, -0.25, 1.30], [-0.61, 1.13, -0.98], [-2.17, -0.91, -0.39], [-2.25, -0.45, 2.61], [-0.17, -0.16, -0.55], [2.30, 0.42, -2.17], [0.76, -1.65, -1.49], [-0.23, 0.33, 0.32], [-0.22, 0.89, 0.89], [0.55, 0.15, 2.05], [0.01, 0.13, -0.85], [-0.36, -0.08, -1.13], [-1.23, 1.02, -0.53], [1.21, -0.31, 0.73], [-0.04, -0.42, -0.27], [-0.31, -1.92, -1.20], [-1.27, -0.63, 0.93], [1.51, 2.54, 0.56], [-0.32, 0.46, 0.97], [0.11, 0.01, -0.10], [-0.03, -0.55, -0.56], [0.54, 0.51, 0.42], [-0.41, -0.36, -0.43], [0.07, -0.48, -0.04], [-0.01, 1.01, -0.24], [-0.01, -0.04, -0.29], [-0.44, -1.02, 0.47], [0.35, 1.13, 1.61], [-0.85, -1.09, -0.73], [0.49, -0.16, -1.15], [2.42, -1.46, -0.75], [-0.43, 1.15, 0.50], [-2.03, 0.49, 0.26], [-0.44, 0.51, 0.33], [-0.29, -1.00, -0.31], [0.77, 0.64, -0.07], [-0.03, -0.02, -0.84], [-0.03, -0.01, 0.28], [-0.05, 0.18, 0.80]]
}

---

Entry 2:
{
  "formula": "C42H51BrEuF5N10O6PSSi",
  "method": "ωB97M-V/def2-TZVPD",
  "e_homo_ev": -3.188,
  "e_tot_ev": -202529.4801,
  "charge": -2,
  "multiplicity": 8,
  "lumo_energy_ev": 3.02,
  "gap_ev": 6.2,
  "symbols": ["Eu", "F", "C", "C", "F", "C", "F", "C", "P", "C", "C", "C", "C", "C", "C", "C", "C", "C", "C", "C", "C", "C", "Br", "C", "F", "H", "H", "H", "H", "H", "H", "H", "H", "H", "H", "N", "C", "N", "C", "N", "N", "C", "N", "C", "C", "C", "C", "C", "N", "H", "H", "H", "H", "H", "H", "H", "H", "F", "H", "N", "C", "C", "N", "C", "C", "N", "H", "H", "H", "H", "H", "O", "N", "O", "O", "C", "C", "C", "C", "O", "Si", "S", "O", "C", "C", "C", "C", "O", "C", "C", "C", "C", "H", "H", "H", "H", "H", "H", "H", "H", "H", "H", "H", "H", "H", "H", "H", "H", "H", "H", "H", "H", "H", "H", "H", "H", "H", "H", "H"],
  "positions_angstrom": [[1.82887, 0.24681, -0.46328], [-6.64752, -2.99448, 9.78164], [-5.76784, -3.81411, 9.10299], [-5.92596, -5.19456, 9.17330], [-7.00661, -5.65321, 9.86765], [-4.98158, -6.03684, 8.62016], [-5.12748, -7.37894, 8.89414], [-3.89685, -5.60120, 7.88193], [1.51689, -3.69048, -1.66053], [1.52647, -4.72159, -0.10629], [0.39078, -4.76636, 0.72830], [0.49121, -5.36671, 1.98689], [1.65164, -6.04206, 2.40639], [2.80707, -5.91613, 1.65173], [2.74637, -5.28015, 0.41196], [2.04319, -4.93005, -2.92887], [2.39412, -4.51173, -4.20751], [2.71392, -5.46834, -5.22190], [2.66180, -6.85384, -4.93427], [2.33677, -7.21876, -3.64105], [1.95767, -6.28297, -2.68988], [-3.76548, -4.23426, 7.78721], [-2.31533, -3.39404, 6.60121], [-4.60426, -3.32501, 8.42696], [-4.52215, -1.94461, 8.64858], [-0.53706, -4.26152, 0.44774], [-0.32739, -5.39723, 2.70090], [1.66299, -6.54127, 3.37063], [3.75817, -6.12460, 2.07134], [3.80981, -5.05558, 0.03810], [2.24569, -3.42144, -4.29945], [2.96812, -5.12726, -6.21063], [2.86090, -7.62446, -5.65061], [2.21936, -8.33175, -3.38831], [1.52850, -6.65730, -1.78738], [3.86969, 2.37711, -2.19667], [4.05764, 2.87739, -0.83947], [5.07955, 3.68666, -0.66851], [5.44276, 3.77670, 0.56482], [6.57405, 4.40053, 0.78150], [4.62772, 3.29541, 1.60229], [3.57769, 2.66820, 1.28999], [3.17239, 2.46742, -0.01820], [2.65776, 2.39291, 2.39866], [2.48843, 3.16938, 3.55902], [1.62465, 2.77556, 4.52233], [1.01617, 1.62306, 4.35538], [1.18973, 0.79061, 3.20660], [1.93693, 1.30969, 2.23040], [4.70302, 2.55949, -2.70363], [3.12218, 1.74045, -2.38107], [7.12827, 4.85310, 0.10585], [6.98750, 4.32921, 1.69671], [2.93790, 4.05383, 3.71997], [1.52172, 3.41527, 5.39823], [0.48728, 1.21730, 5.14233], [0.96435, -0.22516, 3.03946], [3.48591, -0.63786, -1.26822], [0.06422, -3.77914, -1.93179], [-1.86624, 1.50570, 2.93521], [-3.18280, 1.63908, 2.76276], [-3.79773, 1.81961, 1.49141], [-5.09713, 2.01198, 1.37526], [-5.85237, 2.13623, 2.56513], [-5.18941, 1.93199, 3.77233], [-3.88196, 1.70803, 3.92223], [-1.28144, 1.63426, 2.10366], [-1.41918, 1.83848, 3.78163], [-3.09656, 1.47510, 0.61067], [-6.86062, 2.29330, 2.49277], [-5.73055, 1.96595, 4.72373], [4.90979, 5.59282, 7.01059], [4.26237, 5.19046, 6.05764], [3.04005, 4.99076, 6.19235], [4.71373, 4.99677, 4.85547], [0.70175, 4.31128, -1.28615], [-0.19454, 4.19915, -2.49904], [0.57730, 4.00852, -3.81488], [-1.14579, 5.37193, -2.73517], [-0.99716, 2.99754, -2.25500], [-0.86299, 1.30170, -2.29119], [-1.10647, 0.33866, -0.51123], [0.50773, 0.61087, -2.84601], [0.83241, 0.13010, -4.20377], [0.17856, -1.16554, -4.46881], [0.29914, 1.01733, -5.27502], [2.28923, -0.02616, -4.49794], [-1.97482, 1.06096, -3.39017], [-3.36538, 1.18377, -3.41333], [-3.97872, -0.10275, -4.00050], [-3.62687, 2.42603, -4.25631], [-3.88970, 1.41273, -1.97576], [1.50417, 5.07347, -1.44639], [1.27697, 3.41991, -1.09371], [0.17573, 4.68886, -0.35712], [1.34743, 4.79770, -3.86919], [-0.09694, 4.01346, -4.67834], [1.16932, 3.09659, -3.64822], [-0.65877, 6.26051, -3.14724], [-1.73018, 5.78510, -1.79725], [-1.86108, 5.11002, -3.57197], [-0.90509, -1.23964, -4.38886], [0.63030, -2.06559, -3.85940], [0.53861, -1.48984, -5.41406], [-0.82323, 1.32798, -5.11568], [0.48146, 0.38947, -6.18748], [1.08448, 1.78107, -5.40709], [2.78301, -0.49439, -3.66709], [2.84145, 1.04270, -4.47165], [2.43098, -0.69336, -5.38173], [-3.75940, -0.22556, -5.02356], [-5.07852, -0.14239, -3.81287], [-3.54226, -0.95337, -3.47972], [-3.22163, 3.29091, -3.74375], [-4.74813, 2.55898, -4.32663], [-3.20782, 2.28749, -5.28145], [-3.77430, 0.51492, -1.37645], [-4.96887, 1.73250, -1.95720], [-3.21360, 2.10480, -1.44421]],
  "forces_ev_per_angstrom": [[-1.75, 0.64, 1.22], [0.98, -0.68, -0.82], [1.17, -0.25, -0.40], [-0.57, 0.49, 0.48], [0.19, -0.13, -0.17], [0.91, 0.25, -0.41], [-0.21, 0.06, -0.07], [-0.51, 0.68, 0.21], [-0.96, -0.43, 0.23], [0.82, -0.18, 0.52], [0.68, 0.05, 0.16], [0.25, -1.12, 0.32], [-0.56, 0.79, -0.10], [-1.20, 0.69, -0.71], [1.09, 1.14, -0.09], [-0.48, -0.09, -0.04], [-0.07, -0.34, -0.34], [-0.50, 0.28, 1.07], [0.29, 1.72, 0.58], [-0.87, -1.97, 0.34], [0.30, -0.85, -0.18], [0.13, 0.35, -0.12], [-0.73, -0.39, 0.74], [-2.20, 0.80, 1.64], [0.85, -1.26, -1.07], [0.30, -0.21, -0.03], [-0.21, 0.21, -0.40], [-0.01, 0.15, -0.07], [0.71, -0.64, 0.17], [-2.05, -0.27, -0.35], [0.78, -0.61, -0.90], [-0.01, 0.07, -0.22], [0.20, -0.02, -0.48], [0.27, 1.77, -0.37], [0.07, -0.06, 0.67], [0.68, 2.67, 3.66], [-0.80, -1.30, -5.96], [0.13, -0.49, -1.90], [-2.09, -0.54, 1.18], [1.23, 0.12, 2.93], [4.30, 1.52, 0.31], [-1.97, 1.43, -1.20], [-0.84, -1.51, 3.34], [-1.08, 0.53, 1.17], [0.20, -1.48, -2.40], [0.62, 2.35, 0.73], [-1.12, -4.73, -1.47], [1.52, 3.42, 0.66], [-0.13, -2.52, -1.03], [0.08, -0.47, -1.11], [0.39, -0.32, -0.43], [0.06, 0.09, -1.12], [-0.29, 0.25, 0.23], [2.17, 2.85, 0.25], [-0.02, -0.26, -0.14], [-1.41, -0.83, 1.58], [-1.19, -0.84, 0.34], [1.57, -0.82, -0.88], [1.12, -0.01, 0.32], [2.26, -0.01, -1.26], [-1.54, 1.19, 1.96], [0.86, -1.89, -0.82], [-0.86, 0.36, 1.53], [4.92, -1.06, -1.11], [-0.73, 0.31, 0.26], [-0.08, -0.02, -1.59], [-0.36, -0.23, 0.40], [-0.59, -0.25, -0.07], [-1.75, 1.26, 1.34], [-2.28, 0.42, -0.29], [-0.08, 0.00, -0.36], [1.25, 0.05, -0.08], [-1.23, -0.24, -2.40], [-0.68, -0.24, 0.40], [0.65, 0.46, 2.00], [0.72, 2.34, 0.64], [-0.82, -1.15, -0.05], [1.03, 0.12, 1.42], [-1.91, 0.96, 0.78], [0.71, 0.12, -0.20], [-0.53, 1.88, 1.68], [0.11, 0.03, 0.67], [2.49, -0.16, -1.63], [-1.33, 0.40, 0.34], [0.64, -4.06, 2.11], [-0.67, 0.99, -1.45], [2.08, 1.84, 1.22], [-0.52, -1.76, -1.59], [-0.93, 0.40, 0.63], [-0.63, 0.35, 1.70], [-1.71, -0.48, -0.62], [-0.39, 0.13, -0.08], [-0.51, -0.24, -0.10], [-0.29, -0.51, 0.14], [0.30, -0.87, -1.04], [-0.46, -0.01, -0.32], [0.37, -0.30, 0.18], [-0.36, 0.02, -0.70], [0.54, -0.16, 0.22], [1.01, -1.26, -1.73], [0.46, 0.02, 1.20], [0.08, 0.39, -0.04], [-0.97, 1.83, -0.31], [-0.34, -0.14, -1.27], [2.54, -0.41, -0.61], [-0.84, 0.76, 0.41], [-1.18, 0.61, 0.02], [0.26, -0.73, 0.55], [-1.19, -2.31, -0.91], [0.17, 1.16, 0.44], [0.16, 0.02, -1.43], [0.75, 0.15, -0.31], [0.03, -0.05, 0.17], [0.22, 0.11, -0.12], [1.09, 0.01, -0.16], [-0.23, 0.28, 0.71], [-0.29, -0.36, -0.14], [1.15, -0.13, 0.01], [-0.72, 0.31, -0.43]]
}

---

Entry 3:
{
  "formula": "C8H15INO3S",
  "method": "ωB97M-V/def2-TZVPD",
  "e_homo_ev": -14.025,
  "e_tot_ev": -35099.7781,
  "charge": 1,
  "lumo_energy_ev": -4.94,
  "gap_ev": 9.1,
  "smiles": "O=S(=O)(O)CCCC[C@@H]1C=[N+](I)CC1",
  "symbols": ["O", "S", "O", "O", "C", "C", "C", "C", "C", "C", "N", "I", "C", "C", "H", "H", "H", "H", "H", "H", "H", "H", "H", "H", "H", "H", "H", "H", "H"],
  "positions_angstrom": [[-1.08696, 1.45507, 1.58786], [-2.48377, 1.13792, 1.51691], [-2.96449, 0.22408, 2.47561], [-3.27779, 2.49520, 1.62164], [-2.85011, 0.49094, -0.11094], [-1.55439, 0.12580, -0.81290], [-1.12313, -1.33680, -0.60571], [0.08847, -1.53098, 0.30840], [1.23216, -0.56878, 0.08503], [1.57331, -0.08616, -1.28314], [2.73071, 0.44237, -1.24477], [3.52705, 1.29155, -2.94011], [3.35670, 0.34941, 0.10385], [2.64033, -0.89791, 0.59194], [-2.75789, 3.16616, 1.13569], [-3.56849, -0.31267, -0.04892], [-3.33586, 1.29159, -0.65725], [-0.80988, 0.84775, -0.50089], [-1.71063, 0.29278, -1.87316], [-1.94184, -1.84602, -0.11351], [-1.01208, -1.83695, -1.56016], [-0.22027, -1.46044, 1.34452], [0.43946, -2.54985, 0.16753], [0.94867, 0.34677, 0.62361], [0.96728, -0.14197, -2.16880], [4.41929, 0.20613, -0.02499], [3.08183, 1.23637, 0.65593], [2.98617, -1.78159, 0.06880], [2.70618, -1.04978, 1.65792]],
  "forces_ev_per_angstrom": [[0.52, 0.49, -0.44], [0.62, -0.72, 0.24], [-0.94, -0.35, 0.68], [-0.01, 0.20, -0.37], [0.19, 0.97, -0.32], [-0.23, -0.48, -0.58], [-0.09, 0.46, 0.57], [0.12, -0.69, -0.57], [-0.47, 0.14, 0.50], [-0.37, -0.31, 1.09], [0.28, 0.49, -1.38], [0.19, 0.05, 0.35], [0.37, -1.00, -0.67], [-0.51, 0.29, 0.17], [-0.30, -0.05, 0.38], [-0.06, -0.25, 0.33], [-0.13, 0.23, -0.04], [0.20, 0.02, -0.02], [-0.10, 0.03, -0.26], [-0.23, -0.28, -0.01], [0.30, -0.06, -0.22], [0.01, 0.15, 0.23], [0.11, -0.24, 0.05], [-0.12, 0.26, -0.07], [-0.09, 0.15, -0.30], [0.27, 0.36, 0.11], [0.15, 0.31, 0.25], [0.36, -0.21, 0.00], [-0.05, 0.03, 0.30]]
}

---

Entry 4:
{
  "formula": "C4H5NO",
  "method": "ωB97M-V/def2-TZVPD",
  "e_homo_ev": [-7.950, -7.950],
  "e_tot_ev": -7759.7086,
  "charge": 0,
  "lumo_energy_ev": [0.10, 0.10],
  "e_above_lowest_kj_mol": 657.8,
  "gap_ev": [8.0, 8.0],
  "symbols": ["C", "C", "C", "C", "N", "O", "H", "H", "H", "H", "H"],
  "positions_angstrom": [[1.52790, -1.21845, 0.21919], [0.28673, -1.08254, -0.11949], [-1.60914, 0.57347, 0.26230], [-0.53953, -0.14847, -0.54528], [1.92897, 1.29595, -0.04834], [2.40307, 0.25158, 0.18563], [2.19866, -1.99492, 0.29222], [-1.49207, 0.30169, 1.32314], [-2.69140, 0.14092, -0.07714], [-1.60462, 1.61231, 0.10909], [-0.40858, 0.26846, -1.60131]],
  "forces_ev_per_angstrom": [[-3.00, 0.80, -0.79], [1.79, 0.60, 0.18], [-2.01, -3.63, -0.32], [-0.48, 2.34, -1.09], [-0.99, -0.58, -0.14], [1.13, 0.10, 0.31], [1.48, -1.31, 0.40], [-0.14, 0.34, -0.34], [2.40, 1.12, 0.77], [0.10, 1.29, -0.24], [-0.27, -1.08, 1.26]]
}

---

Entry 5:
{
  "formula": "CHN5O5S",
  "method": "ωB97M-V/def2-TZVPD",
  "e_homo_ev": -11.274,
  "e_tot_ev": -29568.7498,
  "charge": 0,
  "lumo_energy_ev": -0.68,
  "e_above_lowest_kj_mol": 53.0,
  "gap_ev": 10.6,
  "smiles": "N#CNS(=O)(=O)ON=O.N#[N+][O-]",
  "symbols": ["N", "C", "N", "S", "O", "O", "O", "N", "O", "H", "N", "N", "O"],
  "positions_angstrom": [[-2.37853, 1.76761, -1.09367], [-1.65674, 1.15370, -0.45487], [-0.66848, 0.45169, 0.15493], [0.74625, 1.22108, 0.58900], [1.46549, 0.50893, 1.59820], [0.53645, 2.57869, 0.81757], [1.60776, 1.12489, -0.90564], [2.68916, 1.90268, -1.12150], [3.21043, 2.37079, -0.16802], [-0.98519, -0.51065, 0.22710], [1.23052, -1.09017, -0.37299], [2.14332, -1.72652, -0.32119], [3.18057, -2.17905, -0.17281]],
  "forces_ev_per_angstrom": [[-0.85, 0.38, -0.24], [1.38, 0.25, 0.04], [-1.45, 1.02, -0.02], [1.98, -1.21, 1.03], [-0.84, -0.32, -0.87], [-1.24, 1.59, -0.53], [-2.21, -0.14, 0.81], [2.19, 1.41, 0.66], [-0.85, -0.51, -0.95], [1.45, -0.13, 0.48], [-0.70, -2.47, -0.80], [-1.85, 2.19, 0.27], [2.99, -2.06, 0.12]]
}